# 1
The following is a quantum chemistry calculation of 3 unconnected molecules or ions with the total composition C28H63BF5N6O7P2, from the Open Molecules 2025 dataset.

Computed properties:
Total charge: +1
LUMO energy: -4.4 eV
2S+1: 1
Max |F|: 8.69 eV Å⁻¹
Orbital gap: 5.2 eV

Last column: Löwdin charge in e.
Atoms and positions in Å:
C 5.3246 0.0801 3.5265  -0.11
C 4.6638 0.3391 2.0125  -0.39
C 4.8921 -1.0627 1.1748  -0.11
C 3.0775 0.7946 2.1072  -0.16
C 2.3070 0.8703 0.6637  -0.28
C 3.3858 1.5791 -0.3963  -0.08
C 0.9635 1.8067 0.6320  -0.13
O -0.2842 1.1325 1.0189  -0.06
C -0.9955 0.5534 -0.1285  -0.05
N -0.8106 -0.8013 -0.2440  0.15
C -1.4772 -1.4763 -1.4487  -0.40
C -2.3857 -2.8145 -1.2269  -0.10
C -3.7858 -2.5990 -0.4063  -0.56
N -4.1425 -3.9814 0.1813  0.01
N -4.9863 -2.2597 -1.3156  0.04
N -3.7043 -1.6613 0.7789  0.08
P 0.1061 -2.2448 -2.2871  0.96
C 1.1029 -3.2023 -0.9140  -0.28
O -0.3430 -3.5191 -3.4068  -0.34
C -2.1566 -0.1470 -2.1981  -0.07
C -2.0158 -0.1058 -3.8244  -0.15
F -2.3499 -1.5007 -4.3040  0.00
F -0.6586 0.1801 -4.3430  0.01
C -3.0611 0.8830 -4.6076  -0.14
F -4.2849 1.2348 -3.8534  0.06
F -3.5408 0.1176 -5.8194  0.03
F -2.3089 2.0441 -5.1562  0.04
C -1.9664 1.1941 -1.2856  -0.13
B -3.3171 1.5881 -0.3697  -0.42
O -3.2758 1.6439 1.1348  0.05
O -4.6523 1.8859 -0.9641  0.06
P -1.5531 2.8810 -2.0678  0.82
O -1.1232 3.8420 -0.8447  -0.36
O -0.1823 2.8783 -3.1538  -0.21
O -2.9802 3.6869 -2.7560  -0.19
H 6.4965 0.2558 3.3903  0.10
H 4.8507 0.7996 4.3175  0.08
H 5.1942 -1.0610 3.7510  0.08
H 5.3612 1.1800 1.5313  0.12
H 5.7589 -1.7172 1.6658  0.09
H 3.9092 -1.6883 1.0061  0.07
H 5.2953 -0.7617 0.1004  0.07
H 2.5796 0.0422 2.8865  0.13
H 3.0844 1.8887 2.5820  0.13
H 2.0771 -0.2179 0.2593  0.11
H 2.8630 2.1744 -1.2569  0.08
H 4.0544 0.7390 -0.8798  0.08
H 4.0614 2.3694 0.1895  0.10
H 0.8195 2.1364 -0.5050  0.11
H 1.0970 2.7269 1.3584  0.17
H -0.2196 -1.1992 0.5185  0.17
H -2.6654 -3.3906 -2.2243  0.14
H -1.7302 -3.5809 -0.5922  0.13
H -3.7229 -4.7201 -0.4574  0.08
H -5.1896 -4.1084 0.0394  0.09
H -5.0859 -2.9689 -2.0764  0.09
H -5.8569 -2.1419 -0.7533  0.09
H -4.5873 -1.0717 0.7181  0.08
H -3.8822 -2.2526 1.6464  0.09
H 0.4676 -4.1340 -0.5333  0.06
H 1.4281 -2.5156 -0.0244  0.03
H 2.0904 -3.5845 -1.4456  0.08
H -0.3972 -4.3875 -2.8999  0.07
H -3.3249 -0.3568 -2.0691  0.16
H -4.1559 1.2347 1.4483  0.11
H -5.3129 2.0888 -0.2285  0.13
H 0.4938 3.5922 -2.8978  0.12
H -3.2298 4.4632 -2.1729  0.11
C 5.8781 1.3450 -3.6482  -0.09
C 6.6585 2.2366 -2.6863  -0.27
N 7.8431 1.5959 -2.1121  -0.19
C 8.4178 2.3424 -0.9871  -0.25
C 8.9938 3.7234 -1.2792  -0.09
C 8.8177 1.0575 -3.0641  -0.25
C 9.4261 2.0234 -4.0755  -0.09
H 5.5970 0.3999 -3.1732  0.07
H 4.9579 1.8508 -3.9585  0.07
H 6.4494 1.1246 -4.5553  0.07
H 5.9709 2.4997 -1.8727  0.10
H 6.9113 3.1723 -3.1964  0.10
H 9.1903 1.7319 -0.5033  0.11
H 7.6371 2.4558 -0.2233  0.10
H 9.9540 3.6604 -1.7935  0.06
H 9.1734 4.2525 -0.3353  0.07
H 8.3156 4.3430 -1.8723  0.07
H 8.3398 0.2422 -3.6197  0.10
H 9.6312 0.5637 -2.5167  0.12
H 8.6812 2.6804 -4.5305  0.07
H 9.8957 1.4560 -4.8868  0.08
H 10.2083 2.6399 -3.6269  0.06
C -5.1785 -3.1513 4.7372  -0.09
C -5.6309 -1.6954 4.6672  -0.27
N -6.6345 -1.4350 3.6335  -0.20
C -6.8498 -0.0054 3.3818  -0.26
C -7.4329 0.8293 4.5164  -0.08
C -7.8525 -2.2471 3.6896  -0.25
C -8.6799 -2.1932 4.9697  -0.08
H -4.8124 -3.4998 3.7664  0.06
H -4.3613 -3.2513 5.4591  0.08
H -5.9850 -3.8142 5.0658  0.07
H -4.7369 -1.0980 4.4488  0.11
H -5.9799 -1.3847 5.6578  0.10
H -7.4812 0.1154 2.4928  0.11
H -5.8854 0.4361 3.0975  0.09
H -8.4992 0.6408 4.6504  0.06
H -7.3263 1.8951 4.2792  0.08
H -6.9218 0.6580 5.4677  0.07
H -7.5761 -3.2924 3.5089  0.10
H -8.5015 -1.9942 2.8410  0.11
H -8.0653 -2.2565 5.8707  0.07
H -9.3750 -3.0400 4.9921  0.08
H -9.2853 -1.2856 5.0227  0.06

# 2
The following is a quantum chemistry calculation of a gas-phase ion, C5H8NO (charge +1), from the Open Molecules 2025 dataset.

Computed properties:
Total charge: +1
Relative energy (zero: lowest compared OMol25 entry of this formula, charge and spin): 390.18 kJ/mol
LUMO energy (alpha / beta): -6.2 / -6.2 eV
2S+1: 1
Max |F|: 3.97 eV Å⁻¹
Orbital gap (alpha / beta): 8.5 / 8.5 eV

Last column: Löwdin charge in e.
Atoms and positions in Å:
C -2.2269 -0.3998 -0.0309  -0.07
C -0.5333 -1.9640 0.0197  -0.16
C -1.5417 0.6792 -0.0237  0.13
C -0.7892 1.9111 0.0318  -0.03
C 1.6996 -1.0925 -0.0219  -0.10
N 0.3165 -1.0352 -0.0720  0.05
O -1.8123 -1.6981 0.0454  0.08
H -3.3675 -0.2308 -0.2677  0.22
H -0.1846 -2.9600 0.0452  0.16
H -0.2027 1.7943 0.9485  0.12
H -0.4797 2.2708 -0.9790  0.12
H -1.5801 2.7865 0.1433  0.17
H 2.1374 -1.6432 -0.7997  0.07
H 2.2452 -0.1663 -0.1920  0.09
H 2.1032 -1.6073 0.9566  0.15

# 3
The following is a quantum chemistry calculation of 2 unconnected molecules or ions with the total composition C3H4S, from the Open Molecules 2025 dataset.

Computed properties:
Total charge: 0
Relative energy (zero: lowest compared OMol25 entry of this formula, charge and spin): 353.08 kJ/mol
LUMO energy: 0.5 eV
2S+1: 1
Max |F|: 3.60 eV Å⁻¹
Orbital gap: 9.4 eV

Last column: Löwdin charge in e.
Atoms and positions in Å:
C -2.2926 0.3546 0.8894  -0.01
C -1.7943 0.2914 -0.4336  -0.09
C -1.2985 -0.5920 0.4932  -0.12
H -1.5466 0.3369 -1.4714  0.08
H -0.5351 -1.4125 0.6906  0.10
S 2.4662 -0.1260 0.3379  0.37
H 1.8333 1.1713 0.3786  -0.15
H 3.1675 -0.0238 -0.8847  -0.18

# 4
The following is a quantum chemistry calculation of a single C3H5NOS molecule, from the Open Molecules 2025 dataset.

Computed properties:
Total charge: 0
Relative energy (zero: lowest compared OMol25 entry of this formula, charge and spin): 296.08 kJ/mol
LUMO energy: 0.4 eV
2S+1: 1
Max |F|: 4.76 eV Å⁻¹
Orbital gap: 10.4 eV

Last column: Löwdin charge in e.
Atoms and positions in Å:
C -0.8149 -1.6783 0.4440  -0.39
C 0.4633 0.4540 -1.1721  -0.18
C 0.4548 0.6486 0.2619  -0.43
N -0.4472 -2.7378 0.2801  0.12
O -1.2680 0.1611 2.3992  -0.53
S -1.1740 0.0609 0.8469  0.92
H -0.0612 -0.4199 -1.5302  0.07
H -0.0561 1.3326 -1.5311  0.09
H 1.4481 0.4740 -1.5487  0.08
H 0.3898 1.7683 0.5810  0.13
H 1.0653 -0.0635 0.9691  0.13

# 5
The following is a quantum chemistry calculation of a molecular structure, C10H7Cl2N2O6PdS, from the Open Molecules 2025 dataset.

Computed properties:
Total charge: -1
Relative energy (zero: lowest compared OMol25 entry of this formula, charge and spin): 128.48 kJ/mol
LUMO energy: 2.7 eV
2S+1: 1
Max |F|: 1.09 eV Å⁻¹
Orbital gap: 7.5 eV

Last column: Löwdin charge in e.
Atoms and positions in Å:
Pd -0.1224 0.4725 -0.0245  0.99
Cl 4.2329 -1.1356 -1.7147  0.65
C 2.7234 -1.9951 -1.8690  -0.59
C 2.6899 -3.1270 -2.6986  -0.15
C 1.5455 -3.8428 -2.8713  -0.62
Cl 1.5540 -5.2515 -3.9138  0.63
C 0.3539 -3.4604 -2.2071  -0.18
C -0.8863 -4.1295 -2.3114  -0.04
C -1.9643 -3.6730 -1.6100  -0.06
C -1.8157 -2.5327 -0.7929  -0.12
N -0.6815 -1.8952 -0.6870  0.09
C 0.3999 -2.3259 -1.3719  -0.14
C 1.6111 -1.5404 -1.1737  -0.39
O 1.6388 -0.5154 -0.3972  -0.18
H 3.5968 -3.4248 -3.2075  0.10
H -0.9651 -5.0011 -2.9477  0.08
H -2.9242 -4.1684 -1.6746  0.10
H -2.6465 -2.1403 -0.2159  0.11
O -1.8578 -0.2109 1.8977  -0.12
N -0.8747 -0.0272 2.5736  -0.21
O 0.1783 0.3456 1.8975  -0.29
C 1.0793 3.0898 -1.5737  -0.15
S -0.5226 2.3886 -1.8023  0.43
O -0.2958 0.9228 -2.0714  -0.42
O -1.1542 3.1191 -2.8595  -0.31
O -1.2112 2.4153 -0.4858  -0.40
H 1.5343 3.1835 -2.5576  0.07
H 1.6829 2.4454 -0.9392  0.05
H 0.9489 4.0714 -1.1231  0.07

# 6
The following is a quantum chemistry calculation of a molecular structure, H4KO2, from the Open Molecules 2025 dataset.

Computed properties:
Total charge: +1
Relative energy (zero: lowest compared OMol25 entry of this formula, charge and spin): 560.35 kJ/mol
LUMO energy: -4.0 eV
2S+1: 1
Max |F|: 18.14 eV Å⁻¹
Orbital gap: 13.3 eV

Last column: Löwdin charge in e.
Atoms and positions in Å:
K -3.1307 8.1981 17.3158  1.19
O -3.9059 8.4460 15.5647  -0.23
H -4.7035 8.9745 15.5925  0.08
H -3.5937 8.5299 14.6638  0.09
O -2.6042 9.8594 17.3811  -0.33
H -2.9994 10.1551 18.2013  0.08
H -2.4551 10.6631 16.8831  0.10

# 7
The following is a quantum chemistry calculation of a single C3H11N3 molecule, from the Open Molecules 2025 dataset.

Computed properties:
Total charge: 0
Relative energy (zero: lowest compared OMol25 entry of this formula, charge and spin): 117.56 kJ/mol
LUMO energy: 1.2 eV
2S+1: 1
Max |F|: 2.98 eV Å⁻¹
Orbital gap: 9.6 eV

Last column: Löwdin charge in e.
Atoms and positions in Å:
N -0.1603 -1.7009 -1.2665  0.00
C -1.3786 -1.1631 -0.6736  -0.28
C -1.1796 0.3343 -0.3364  -0.26
N -0.1670 0.7193 0.6247  -0.09
C 1.2827 0.7323 0.3634  -0.33
N 2.0566 1.1902 1.4928  0.01
H -0.4271 -2.5665 -1.7113  0.06
H 0.6698 -1.8268 -0.7243  0.04
H -1.6350 -1.5991 0.3080  0.10
H -2.1850 -1.1938 -1.3963  0.11
H -0.9563 0.7919 -1.3188  0.11
H -2.1230 0.7156 0.0612  0.11
H -0.4204 1.6359 0.9939  0.10
H 1.4441 1.4730 -0.4447  0.12
H 1.4951 -0.2872 0.0666  0.09
H 1.7577 0.5798 2.2402  0.06
H 1.9263 2.1652 1.7213  0.06

# 8
The following is a quantum chemistry calculation of a gas-phase ion, C9H16N6 (charge +2), from the Open Molecules 2025 dataset.

Computed properties:
Total charge: +2
Relative energy (zero: lowest compared OMol25 entry of this formula, charge and spin): 48.13 kJ/mol
LUMO energy: -8.7 eV
2S+1: 1
Max |F|: 4.67 eV Å⁻¹
Orbital gap: 7.4 eV

Last column: Löwdin charge in e.
Atoms and positions in Å:
H 1.2125 1.5197 -1.8165  0.11
N 0.6506 1.4088 -0.9178  0.12
C -0.5659 1.8003 -1.0164  -0.45
N -1.1179 2.6322 -1.9188  0.18
C -1.5953 1.5282 0.1372  0.01
C -1.1420 0.3581 1.0447  -0.44
N -1.9297 0.3029 2.1611  0.17
N -1.2471 -0.8939 0.2214  0.27
C -0.1185 -1.5899 0.1158  -0.11
C 0.1474 -2.6555 -0.8467  -0.08
C 1.0357 -1.9689 -1.9284  -0.04
N 0.8060 -0.8383 0.7960  0.05
C 2.1327 -0.9064 1.0813  0.05
C 2.4163 0.2644 1.7053  0.03
C 1.2319 0.9807 1.9100  0.07
N 0.2774 0.3009 1.3363  0.04
H -2.0066 2.9709 -1.8587  0.08
H -0.4787 2.8926 -2.6853  0.15
H -1.6588 2.3767 0.7037  0.10
H -2.6303 1.4295 -0.2135  0.15
H -2.6068 0.9665 2.5145  0.14
H -1.6192 -0.3818 2.8404  0.13
H -2.1573 -1.2444 0.0947  0.18
H 0.6993 -3.5364 -0.5517  0.14
H -0.7865 -2.9536 -1.2731  0.13
H 0.7218 -0.8847 -2.0973  0.09
H 0.9113 -2.5015 -2.9257  0.13
H 2.0589 -2.0066 -1.7803  0.05
H 2.8567 -1.6644 0.7986  0.17
H 3.5624 0.4596 1.8768  0.19
H 0.9396 1.8343 2.4923  0.17

# 9
The following is a quantum chemistry calculation of a molecular structure, C4H7O5PS, from the Open Molecules 2025 dataset.

Computed properties:
Total charge: 0
Relative energy (zero: lowest compared OMol25 entry of this formula, charge and spin): 94.60 kJ/mol
LUMO energy: 0.6 eV
2S+1: 1
Max |F|: 6.13 eV Å⁻¹
Orbital gap: 10.6 eV

Last column: Löwdin charge in e.
Atoms and positions in Å:
C -0.8440 1.2383 -0.4486  -0.31
C -2.3331 1.1291 -0.5760  0.00
C 0.7894 -1.5731 1.5175  -0.11
C 0.1548 1.2328 -1.3191  -0.03
O -0.0565 1.0719 0.8080  -0.15
O 2.2471 1.8675 0.8644  -0.18
O 1.9660 -2.6175 -0.5598  -0.26
O -0.3118 -1.5470 -0.8702  -0.24
O 1.7532 -0.2514 -0.5064  -0.31
P 1.2933 1.0910 0.1341  0.38
S 0.9598 -1.6439 -0.2632  0.60
H -2.5909 1.2849 -1.6134  0.08
H -2.5860 0.0849 -0.3778  0.09
H -2.8120 1.9628 -0.0175  0.10
H 1.7542 -1.4558 2.0290  0.10
H 0.0948 -0.8383 1.6702  0.01
H 0.4545 -2.6041 1.8728  0.11
H 0.0674 1.5679 -2.3439  0.10

# 10
The following is a quantum chemistry calculation of 2 unconnected molecules or ions with the total composition C2HCl2NS, from the Open Molecules 2025 dataset.

Computed properties:
Total charge: 0
Relative energy (zero: lowest compared OMol25 entry of this formula, charge and spin): 288.82 kJ/mol
LUMO energy (alpha / beta): -3.1 / -3.1 eV
2S+1: 1
Max |F|: 3.09 eV Å⁻¹
Orbital gap (alpha / beta): 6.1 / 6.0 eV

Last column: Löwdin charge in e.
Atoms and positions in Å:
C 0.7294 0.3874 0.8579  -0.46
C 0.6440 -0.6920 -0.0068  -1.15
N 0.6744 1.3034 1.5565  0.20
S -2.0265 0.3214 -0.4222  0.36
Cl 1.2829 -0.5274 -1.6422  0.64
Cl 0.3556 -2.2355 0.6783  0.70
H -1.6599 1.4428 -1.0214  -0.28

# 11
The following is a quantum chemistry calculation of 2 unconnected molecules or ions with the total composition C6H13N, from the Open Molecules 2025 dataset.

Computed properties:
Total charge: +1
Relative energy (zero: lowest compared OMol25 entry of this formula, charge and spin): 622.97 kJ/mol
LUMO energy (alpha / beta): -6.7 / -6.7 eV
2S+1: 2
Max |F|: 3.33 eV Å⁻¹
Orbital gap (alpha / beta): 7.2 / 7.3 eV

Last column: Löwdin spin population.
Atoms and positions in Å:
C -1.3332 1.4569 1.0767  0.00
C -1.2098 -0.0944 1.2841  0.01
C 0.2537 -0.5917 1.6463  0.01
C 1.2470 -0.6781 0.5669  0.24
N 0.0938 -0.4493 -2.9214  0.03
C 1.0419 -0.2825 -1.8990  0.18
C 0.7414 -1.0166 -0.6797  -0.01
H -0.7539 1.6601 0.2105  0.00
H -0.8168 2.1079 1.8317  0.00
H -2.3470 2.0427 0.8844  0.00
H -1.5257 -0.7736 0.4315  0.00
H -1.8279 -0.4317 2.1880  0.00
H 0.5779 -0.1951 2.6534  0.00
H -0.0905 -1.6274 1.8507  -0.01
H 2.6569 0.7744 0.0553  0.37
H 2.1362 0.0244 0.3120  0.14
H -0.6643 0.1617 -2.9331  0.00
H 0.2392 -0.9779 -3.7652  0.01
H 1.5479 0.6995 -1.9987  0.02
H 0.0332 -1.8096 -0.7943  0.00

# 12
The following is a quantum chemistry calculation of a molecular structure, C12H17F3InLi, from the Open Molecules 2025 dataset.

Computed properties:
Total charge: 0
Relative energy (zero: lowest compared OMol25 entry of this formula, charge and spin): 538.98 kJ/mol
LUMO energy: -2.7 eV
2S+1: 1
Max |F|: 4.32 eV Å⁻¹
Orbital gap: 4.2 eV

Last column: Löwdin charge in e.
Atoms and positions in Å:
F 2.6888 -2.2001 0.4207  0.06
C 2.9333 -1.4928 -0.7661  -0.38
F 3.6117 -2.4626 -1.6562  -0.13
F 1.7288 -1.1643 -1.4767  0.03
C 3.9138 -0.2466 -0.6245  -0.19
C 3.7002 0.6488 0.6949  -0.33
In 1.5737 0.7937 1.4562  0.46
C 0.2882 2.3192 0.3907  -0.34
C -0.3945 1.8160 -0.9817  -0.32
C -2.0055 1.7666 -0.9500  -0.19
C -2.6051 0.4372 -0.2560  -0.14
C -1.7420 -0.8110 0.1036  -0.05
C -2.3009 -2.0838 0.8024  -0.08
C -3.8015 -2.1968 1.1472  -0.09
C -4.6996 -0.9717 0.7799  -0.09
C -4.1340 0.3085 0.1019  -0.04
H 3.9402 0.4395 -1.5459  0.13
H 4.9816 -0.6915 -0.5499  0.12
H 4.3512 0.1880 1.5252  0.04
H 4.1280 1.7084 0.5109  0.05
H 0.7912 -0.8462 1.5766  -0.08
H 1.6995 1.3612 3.1848  -0.12
H 0.8438 3.3255 0.2588  0.03
H -0.5866 2.5624 1.1118  0.04
H -0.0106 0.8148 -1.3722  0.06
H -0.1252 2.5979 -1.7936  0.10
H -2.4292 2.7302 -0.4916  0.12
H -2.3393 1.6922 -2.0571  0.11
H -0.6350 -0.8150 -0.1515  0.02
H -1.5631 -2.9321 1.0470  0.08
H -4.2122 -3.1442 1.6368  0.08
H -5.8118 -1.0442 1.0087  0.07
H -4.8914 1.1384 -0.1363  0.09
Li 3.1137 -3.5458 -2.9485  0.90